1:
This record from OMol25 describes an isolated molecule of C17H18N4O3S. The level of theory is the ωB97M-V functional and the def2-TZVPD basis.

As for the structure (SMILES): Cc1cc(NC(=O)CSc2nc(Cc3ccc(O)cc3)c(C)[nH]2)no1. The value obtained for the HOMO energy is -7.947 eV. For the gap between HOMO and LUMO, the calculation gives 8.584 eV.

Positions of all 43 atoms, in Å:
C  2.003  1.363  -3.190
C  0.688  1.324  -2.509
C  -0.321  0.403  -2.503
C  -1.299  0.993  -1.666
N  -2.536  0.506  -1.301
C  -2.862  -0.816  -1.217
O  -2.203  -1.709  -1.686
C  -4.168  -1.084  -0.483
S  -4.494  0.107  0.862
C  -2.885  0.098  1.558
N  -2.167  -0.964  1.792
C  -0.946  -0.510  2.194
C  0.168  -1.460  2.493
C  1.244  -1.329  1.448
C  0.958  -1.621  0.118
C  1.917  -1.472  -0.861
C  3.187  -1.012  -0.526
O  4.101  -0.841  -1.530
C  3.486  -0.727  0.798
C  2.517  -0.888  1.773
C  -0.935  0.864  2.198
C  0.119  1.860  2.507
N  -2.190  1.241  1.789
N  -0.896  2.161  -1.218
O  0.338  2.371  -1.744
H  2.458  2.338  -3.044
H  2.662  0.596  -2.787
H  1.880  1.175  -4.255
H  -0.384  -0.542  -2.995
H  -3.137  1.175  -0.834
H  -5.013  -1.009  -1.169
H  -4.128  -2.088  -0.062
H  0.578  -1.261  3.485
H  -0.249  -2.468  2.479
H  -0.029  -1.968  -0.151
H  1.703  -1.711  -1.890
H  4.947  -0.573  -1.153
H  4.475  -0.378  1.065
H  2.766  -0.669  2.802
H  0.306  2.485  1.633
H  1.040  1.351  2.774
H  -0.184  2.505  3.332
H  -2.516  2.187  1.672

Atomic charges from the Löwdin analysis, expressed in e, are listed below: atom 1 (C): 0.0149, atom 2 (C): -0.3021, atom 3 (C): 0.0445, atom 4 (C): -0.3046, atom 5 (N): 0.1320, atom 6 (C): -0.5331, atom 7 (O): 0.0844, atom 8 (C): -0.3510, atom 9 (S): 0.9501, atom 10 (C): -0.6972, atom 11 (N): 0.1372, atom 12 (C): -0.2489, atom 13 (C): -0.0834, atom 14 (C): -0.2305, atom 15 (C): -0.0121, atom 16 (C): -0.0154, atom 17 (C): -0.3244, atom 18 (O): 0.0322, atom 19 (C): -0.0235, atom 20 (C): -0.0501, atom 21 (C): -0.2475, atom 22 (C): -0.0039, atom 23 (N): 0.1111, atom 24 (N): 0.1023, atom 25 (O): 0.0008, atom 26 (H): 0.0909, atom 27 (H): 0.0612, atom 28 (H): 0.0922, atom 29 (H): 0.1118, atom 30 (H): 0.0994, atom 31 (H): 0.0868, atom 32 (H): 0.0876, atom 33 (H): 0.1179, atom 34 (H): 0.1238, atom 35 (H): 0.1125, atom 36 (H): 0.1176, atom 37 (H): 0.1065, atom 38 (H): 0.1114, atom 39 (H): 0.1112, atom 40 (H): 0.0787, atom 41 (H): 0.0693, atom 42 (H): 0.0819, atom 43 (H): 0.1574


2:
This record from OMol25 describes C17H18N4O3S as an isolated structure. The level of theory is the ωB97M-V functional and the def2-TZVPD basis.

The value obtained for the HOMO energy is -6.784 eV. For the gap between HOMO and LUMO, the calculation gives 6.645 eV.

Positions of all 43 atoms, in Å:
C  -0.624  3.067  1.637
C  0.657  2.248  1.261
C  0.893  0.915  1.863
C  2.026  0.291  1.709
C  3.097  0.913  0.813
C  2.747  2.034  0.321
C  1.512  2.824  0.638
H  1.668  3.656  0.032
H  3.646  2.306  -0.398
H  3.857  0.175  0.656
H  2.142  -0.868  2.369
S  -0.238  0.226  3.137
O  -0.806  1.375  3.971
O  0.046  -1.092  3.494
N  -1.531  0.079  1.931
C  -1.471  0.002  0.688
N  -1.986  1.012  -0.224
C  -1.702  0.870  -1.464
C  -2.133  1.655  -2.480
C  -1.976  1.684  -3.651
C  -0.904  0.792  -4.194
C  -0.549  -0.262  -3.227
C  -0.777  -0.282  -1.985
N  -0.351  -1.162  -1.095
C  -0.238  -1.202  0.045
N  0.010  -2.037  0.814
H  -0.233  -1.794  1.846
C  0.875  -3.239  0.366
H  1.435  -3.354  1.262
H  1.296  -2.678  -0.501
C  0.036  -4.389  -0.053
O  0.879  -5.277  -0.581
H  1.177  -5.045  -1.389
H  -0.533  -4.579  0.821
H  -0.785  -3.872  -0.744
H  0.221  -1.133  -3.770
H  -0.609  0.774  -5.339
H  -2.560  2.415  -4.319
H  -2.865  2.465  -1.941
H  -2.433  0.605  2.279
H  -1.052  3.008  2.643
H  -0.516  4.058  1.670
H  -1.346  2.818  1.091

Atomic charges from the Löwdin analysis, expressed in e, are listed below: atom 1 (C): 0.0093, atom 2 (C): -0.2169, atom 3 (C): -0.2530, atom 4 (C): -0.0497, atom 5 (C): -0.0859, atom 6 (C): -0.0717, atom 7 (C): -0.0385, atom 8 (H): 0.1167, atom 9 (H): 0.1553, atom 10 (H): 0.1008, atom 11 (H): 0.2023, atom 12 (S): 0.8180, atom 13 (O): -0.3242, atom 14 (O): -0.2847, atom 15 (N): -0.0696, atom 16 (C): -0.1814, atom 17 (N): 0.1503, atom 18 (C): -0.2569, atom 19 (C): -0.2046, atom 20 (C): -0.1721, atom 21 (C): -0.0229, atom 22 (C): -0.1023, atom 23 (C): -0.2466, atom 24 (N): 0.1734, atom 25 (C): -0.4616, atom 26 (N): 0.0789, atom 27 (H): 0.1370, atom 28 (C): -0.0864, atom 29 (H): 0.1137, atom 30 (H): 0.1334, atom 31 (C): -0.3146, atom 32 (O): 0.0347, atom 33 (H): 0.0501, atom 34 (H): 0.1126, atom 35 (H): 0.1648, atom 36 (H): 0.1698, atom 37 (H): 0.1165, atom 38 (H): 0.1390, atom 39 (H): 0.1726, atom 40 (H): 0.1890, atom 41 (H): 0.0819, atom 42 (H): 0.0488, atom 43 (H): -0.0252


The structure with the least stability is 2.


1:
This record from OMol25 describes an isolated molecule of C17H33NO2. The level of theory is the ωB97M-V functional and the def2-TZVPD basis.

As for the structure (SMILES): COC(=O)CCCCCCCCCCN1CCCCC1. The value obtained for the HOMO energy is -8.030 eV. For the gap between HOMO and LUMO, the calculation gives 8.969 eV.

Positions of all 53 atoms, in Å:
C  -7.528  -0.889  0.665
O  -6.529  -0.929  -0.344
C  -5.286  -1.223  0.063
O  -5.000  -1.439  1.211
C  -4.323  -1.248  -1.101
C  -3.071  -0.426  -0.786
C  -3.396  1.062  -0.663
C  -2.154  1.934  -0.474
C  -1.481  1.732  0.883
C  -0.285  2.666  1.112
C  1.075  2.034  0.808
C  1.273  1.666  -0.661
C  2.720  1.299  -0.992
C  3.193  0.032  -0.275
N  4.394  -0.496  -0.900
C  4.599  -1.918  -0.706
C  5.076  -2.288  0.704
C  6.369  -1.538  1.016
C  6.153  -0.039  0.823
C  5.609  0.233  -0.586
H  -8.459  -0.640  0.163
H  -7.606  -1.859  1.161
H  -7.281  -0.133  1.413
H  -4.832  -0.871  -1.988
H  -4.043  -2.290  -1.270
H  -2.649  -0.794  0.149
H  -2.337  -0.574  -1.581
H  -4.074  1.212  0.180
H  -3.916  1.384  -1.569
H  -1.448  1.728  -1.279
H  -2.453  2.982  -0.559
H  -1.150  0.698  0.984
H  -2.230  1.910  1.658
H  -0.275  2.978  2.159
H  -0.406  3.568  0.508
H  1.854  2.745  1.097
H  1.195  1.144  1.428
H  0.626  0.826  -0.920
H  0.983  2.519  -1.279
H  2.811  1.127  -2.066
H  3.366  2.140  -0.734
H  3.323  0.241  0.797
H  2.414  -0.729  -0.374
H  3.669  -2.440  -0.942
H  5.357  -2.236  -1.431
H  4.308  -2.017  1.432
H  5.235  -3.366  0.767
H  6.695  -1.747  2.037
H  7.154  -1.879  0.336
H  5.443  0.326  1.569
H  7.090  0.502  0.962
H  5.422  1.299  -0.719
H  6.363  -0.070  -1.321

Atomic charges from the Löwdin analysis, expressed in e, are listed below: atom 1 (C): -0.0516, atom 2 (O): -0.0418, atom 3 (C): -0.5221, atom 4 (O): 0.1136, atom 5 (C): -0.0968, atom 6 (C): -0.1973, atom 7 (C): -0.2077, atom 8 (C): -0.2167, atom 9 (C): -0.2059, atom 10 (C): -0.2098, atom 11 (C): -0.2196, atom 12 (C): -0.2204, atom 13 (C): -0.1902, atom 14 (C): -0.2094, atom 15 (N): -0.1827, atom 16 (C): -0.2022, atom 17 (C): -0.1864, atom 18 (C): -0.2108, atom 19 (C): -0.1850, atom 20 (C): -0.1920, atom 21 (H): 0.0914, atom 22 (H): 0.0963, atom 23 (H): 0.0964, atom 24 (H): 0.1196, atom 25 (H): 0.1278, atom 26 (H): 0.1097, atom 27 (H): 0.1178, atom 28 (H): 0.1160, atom 29 (H): 0.1163, atom 30 (H): 0.0983, atom 31 (H): 0.1128, atom 32 (H): 0.1056, atom 33 (H): 0.1135, atom 34 (H): 0.1046, atom 35 (H): 0.1081, atom 36 (H): 0.1135, atom 37 (H): 0.1083, atom 38 (H): 0.1034, atom 39 (H): 0.1142, atom 40 (H): 0.1157, atom 41 (H): 0.1034, atom 42 (H): 0.1115, atom 43 (H): 0.1255, atom 44 (H): 0.1138, atom 45 (H): 0.1193, atom 46 (H): 0.1080, atom 47 (H): 0.1066, atom 48 (H): 0.1057, atom 49 (H): 0.1104, atom 50 (H): 0.1035, atom 51 (H): 0.1075, atom 52 (H): 0.1088, atom 53 (H): 0.1214


2:
This record from OMol25 describes an isolated molecule of C17H33NO2. The level of theory is the ωB97M-V functional and the def2-TZVPD basis.

As for the structure (SMILES): COC(=O)CCCCCCCCCCN1CCCCC1. The value obtained for the HOMO energy is -8.150 eV. For the gap between HOMO and LUMO, the calculation gives 9.036 eV.

Positions of all 53 atoms, in Å:
C  6.260  3.310  -0.434
O  5.996  2.021  0.101
C  4.778  1.515  -0.142
O  3.932  2.102  -0.763
C  4.640  0.133  0.448
C  3.187  -0.177  0.804
C  2.998  -1.585  1.368
C  3.287  -2.719  0.383
C  2.380  -2.768  -0.849
C  0.904  -3.050  -0.533
C  0.029  -1.798  -0.516
C  -1.426  -2.128  -0.189
C  -2.310  -0.885  -0.195
C  -3.766  -1.233  0.155
N  -4.713  -0.140  0.163
C  -4.468  0.869  1.173
C  -5.714  1.737  1.333
C  -6.059  2.399  0.003
C  -6.214  1.321  -1.065
C  -4.947  0.470  -1.130
H  6.162  3.297  -1.522
H  5.556  4.040  -0.029
H  7.277  3.559  -0.145
H  5.293  0.054  1.318
H  4.999  -0.569  -0.308
H  2.850  0.546  1.550
H  2.574  -0.035  -0.085
H  1.974  -1.682  1.730
H  3.658  -1.707  2.231
H  4.324  -2.650  0.048
H  3.189  -3.666  0.920
H  2.761  -3.562  -1.496
H  2.461  -1.835  -1.408
H  0.829  -3.558  0.431
H  0.500  -3.731  -1.286
H  0.404  -1.086  0.220
H  0.075  -1.315  -1.495
H  -1.808  -2.846  -0.919
H  -1.477  -2.602  0.795
H  -1.924  -0.164  0.529
H  -2.274  -0.422  -1.183
H  -4.134  -1.976  -0.560
H  -3.791  -1.691  1.150
H  -4.240  0.366  2.116
H  -3.612  1.518  0.912
H  -6.544  1.104  1.649
H  -5.540  2.491  2.103
H  -6.980  2.979  0.094
H  -5.256  3.083  -0.283
H  -7.056  0.677  -0.810
H  -6.404  1.772  -2.041
H  -5.070  -0.324  -1.870
H  -4.103  1.110  -1.447

Atomic charges from the Löwdin analysis, expressed in e, are listed below: atom 1 (C): -0.0538, atom 2 (O): -0.0430, atom 3 (C): -0.5075, atom 4 (O): 0.1161, atom 5 (C): -0.0917, atom 6 (C): -0.1993, atom 7 (C): -0.2078, atom 8 (C): -0.2147, atom 9 (C): -0.2055, atom 10 (C): -0.2093, atom 11 (C): -0.2237, atom 12 (C): -0.2228, atom 13 (C): -0.1977, atom 14 (C): -0.2092, atom 15 (N): -0.1860, atom 16 (C): -0.2114, atom 17 (C): -0.1894, atom 18 (C): -0.2134, atom 19 (C): -0.1894, atom 20 (C): -0.2112, atom 21 (H): 0.0959, atom 22 (H): 0.0959, atom 23 (H): 0.0911, atom 24 (H): 0.1283, atom 25 (H): 0.1264, atom 26 (H): 0.1231, atom 27 (H): 0.1007, atom 28 (H): 0.1004, atom 29 (H): 0.1116, atom 30 (H): 0.0989, atom 31 (H): 0.1101, atom 32 (H): 0.1059, atom 33 (H): 0.1037, atom 34 (H): 0.1119, atom 35 (H): 0.1095, atom 36 (H): 0.0999, atom 37 (H): 0.1207, atom 38 (H): 0.1166, atom 39 (H): 0.1174, atom 40 (H): 0.1105, atom 41 (H): 0.1106, atom 42 (H): 0.1196, atom 43 (H): 0.1198, atom 44 (H): 0.1213, atom 45 (H): 0.1215, atom 46 (H): 0.1134, atom 47 (H): 0.1070, atom 48 (H): 0.1056, atom 49 (H): 0.1104, atom 50 (H): 0.1134, atom 51 (H): 0.1071, atom 52 (H): 0.1212, atom 53 (H): 0.1212


The structure with the least stability is 1.